Computed, not measured: an isolated molecule of C6H12 at a distorted geometry, with ωB97M-V/def2-TZVPD.

```
18
Properties=species:S:1:pos:R:3:mulliken_charge:R:1
H 0.010 2.471 2.163 0.3571
C 1.731 -0.581 -0.357 -1.1190
H 0.093 2.009 -0.505 0.3132
C -0.372 1.633 1.589 -1.1478
H 2.653 -0.051 -0.186 0.2928
H -0.948 -1.324 -2.336 0.2992
H -0.218 0.740 2.208 0.3211
H 1.774 -1.620 -0.658 0.1933
H -1.050 -1.114 0.696 0.3051
H -1.744 -2.363 -1.232 0.3534
C -0.782 -0.691 -0.271 -0.1927
H -1.482 0.102 -0.553 0.2464
H 1.511 1.762 0.475 0.3690
H 0.056 -2.359 -1.307 0.2713
C 0.483 1.431 0.340 -0.6422
C -0.847 -1.753 -1.345 -1.1986
H -1.421 1.727 1.410 0.3057
C 0.552 -0.019 -0.131 0.6727
```

As for the structure (SMILES): C=C(CC)CC. The max |F| comes out at 0.030 Eh/bohr. The calculation puts the relative energy (zero: lowest compared OMol25 entry of this formula, charge and spin) at 22.7 kcal per mole. The HOMO-LUMO gap comes out at 10.412 eV. The HOMO energy comes out at -9.263 eV. The calculation puts the LUMO energy at 1.15 eV.


Computed, not measured: an isolated molecule of BrFH2Si at a distorted geometry, with ωB97M-V/def2-TZVPD.

```
5
Properties=species:S:1:pos:R:3:mulliken_charge:R:1
F -0.210 1.473 -0.013 -0.1812
H -0.707 -0.164 1.358 -0.0712
Si -0.215 -0.069 -0.040 0.4933
Br 1.909 -0.561 -0.021 -0.1811
H -0.777 -0.679 -1.285 -0.0597
```

As for the structure (SMILES): F[SiH2]Br. The max |F| comes out at 0.054 Eh/bohr. The calculation puts the relative energy (zero: lowest compared OMol25 entry of this formula, charge and spin) at 8.8 kcal per mole. The HOMO-LUMO gap comes out at 11.653 eV. The HOMO energy comes out at -10.830 eV. The calculation puts the LUMO energy at 0.82 eV.


Computed, not measured: a 9-piece molecular cluster, C12H42O9 overall at a distorted geometry, with ωB97M-V/def2-TZVPD.

```
63
Properties=species:S:1:pos:R:3:mulliken_charge:R:1
H 3.594 1.720 2.137 0.2769
C -2.207 2.292 -3.665 -0.5494
H 1.123 1.695 -4.409 0.1594
H -1.047 -0.956 4.268 0.0927
H 0.601 0.313 3.284 0.2989
O 0.120 0.761 4.003 -0.5335
H 0.729 -3.689 -1.374 0.3037
H -2.124 0.824 5.501 0.3014
O 3.350 0.031 0.000 -0.6219
H 3.373 0.008 -3.218 0.3365
H -2.772 -2.868 2.176 0.4361
C -3.438 -0.789 2.240 0.0710
H -2.950 -0.503 3.180 -0.0480
H 2.029 -1.492 2.264 0.1938
C 4.477 1.515 1.528 -1.2695
H 0.398 -0.840 5.279 0.4131
C 4.122 1.241 0.093 -0.0934
H -2.480 0.472 -2.530 0.2376
H 2.803 0.075 -0.828 0.5279
H 0.293 0.670 -0.575 0.2550
H -3.349 0.087 1.599 0.2358
H -1.357 1.950 1.500 0.3646
C -1.234 0.368 5.944 -1.2708
H 5.023 1.031 -0.505 0.3189
H 3.092 1.689 -2.878 0.3230
H -0.115 -3.989 -2.982 0.3121
O 1.560 -0.705 1.968 -0.5848
C 0.192 -3.269 -2.225 -0.3836
C -2.641 -1.940 1.615 -0.7870
H 4.943 0.630 1.963 0.2867
H -1.344 1.889 3.033 0.3656
C -1.029 -2.552 -1.683 -0.6401
H -1.547 -0.374 6.676 0.3661
H 0.195 0.255 0.907 0.2979
H 5.144 2.375 1.588 0.3859
H -2.130 2.876 -2.743 0.3214
H -4.109 2.708 -3.506 0.3230
O -4.807 -1.124 2.359 -0.5519
H -1.515 2.730 -4.387 0.2351
H -1.661 -2.034 -2.402 0.2232
H 1.332 -0.123 -4.676 0.2787
H -0.791 -1.829 -0.899 -0.0483
C 2.584 0.774 -3.176 -0.3560
H 2.452 1.044 -5.331 0.4341
H -1.596 -1.643 1.502 0.0093
C -0.416 -0.259 4.827 0.0125
O 1.062 -2.251 -2.764 -0.4752
H -4.874 -1.862 2.974 0.3335
O -3.538 2.370 -4.201 -0.5388
H -3.006 -2.140 0.605 0.3119
C -1.864 0.849 -3.343 -0.3212
H 1.289 -0.467 -2.420 0.2548
O 1.655 0.399 -2.142 -0.6334
H 3.656 2.099 -0.402 0.2927
O -0.209 0.832 0.236 -0.3936
H 2.173 -0.279 1.320 0.3038
H -1.860 0.207 -4.224 0.3575
H 1.814 -2.683 -3.186 0.2167
O -1.800 2.309 2.283 -0.6745
H -0.696 1.172 6.445 0.3357
H -1.649 -3.273 -1.140 0.4514
H -0.820 0.829 -3.002 -0.0387
C 1.792 0.841 -4.480 -1.0423
```

As for the structure (SMILES): CCO.CCO.CCO.CCO.CCO.CCO.O.O.O. The max |F| comes out at 0.031 Eh/bohr. The calculation puts the relative energy (zero: lowest compared OMol25 entry of this formula, charge and spin) at 31.0 kcal per mole. The HOMO-LUMO gap comes out at 10.013 eV. The HOMO energy comes out at -9.852 eV. The calculation puts the LUMO energy at 0.16 eV.